Arrangement P

The following is a quantum chemistry calculation of 2 unconnected molecules or ions with the total composition C4H10OS, from the Open Molecules 2025 dataset.

```
16
Properties=species:S:1:pos:R:3:lowdin_charge:R:1
C -0.00020 3.28599 0.89915 -0.190
C -0.16828 1.77926 0.68665 -0.588
S -1.52560 1.33506 -0.50790 0.661
H -0.67430 3.77576 1.61474 0.070
H -0.15405 3.76769 -0.05473 0.052
H 0.94091 3.62686 1.32931 0.067
H 0.70666 1.46706 0.13308 0.041
H -0.20938 1.30997 1.66702 0.070
H -1.77110 0.22367 0.17304 -0.171
O -0.56080 -3.86073 0.33154 0.023
C 0.45042 -3.42658 -0.16388 -0.326
C 0.45336 -2.52558 -1.34658 -0.055
H 1.37153 -3.88674 0.27361 0.119
H -0.02408 -1.55856 -1.11209 0.067
H -0.27519 -2.78482 -2.12127 0.088
H 1.44009 -2.52833 -1.80166 0.073
```

Results
SMILES string	CC=O.CCS
HOMO-LUMO gap	10.03	eV
E_HOMO	-9.2	eV

=====

Arrangement Q

The following is a quantum chemistry calculation of C4H10OS in the gas phase, from the Open Molecules 2025 dataset.

```
16
Properties=species:S:1:pos:R:3:lowdin_charge:R:1
C 0.33605 -0.31773 -2.42486 -0.210
O 1.49160 -0.10220 -3.38877 -0.120
C 0.81736 -0.02884 -0.99288 -0.218
C -0.33838 0.25164 -0.01004 -0.308
C 0.06280 -0.01229 1.42109 -0.621
S -1.22478 0.03390 2.71625 0.648
H 0.03984 -1.41932 -2.45074 0.129
H -0.50015 0.45513 -2.80286 0.152
H 1.29707 0.69238 -3.88231 0.053
H 1.30008 -0.94469 -0.76421 0.096
H 1.39487 0.91116 -0.91584 0.127
H -0.70779 1.27671 -0.03626 0.101
H -1.25630 -0.38076 -0.38823 0.141
H 0.86277 0.63441 1.72498 0.061
H 0.57341 -1.02539 1.41567 0.085
H -0.60718 0.71886 3.79021 -0.116
```

Results
SMILES string	OCCCCS
HOMO-LUMO gap	9.99	eV
E_HOMO	-9.1	eV

=====

Arrangement R

The following is a quantum chemistry calculation of 2 unconnected molecules or ions with the total composition C4H10OS, from the Open Molecules 2025 dataset.

```
16
Properties=species:S:1:pos:R:3:lowdin_charge:R:1
C 0.15005 -1.66614 -2.41624 -0.449
S -1.34498 -0.68434 -2.24529 0.684
C -0.69725 0.80246 -1.38305 -0.416
H -0.08251 -2.41709 -1.73083 -0.025
H 1.09124 -0.99987 -2.14777 0.078
H 0.14658 -2.14483 -3.43837 0.045
H -0.63613 1.52841 -2.18234 0.013
H -1.28056 1.00655 -0.44197 0.042
H 0.31900 0.30844 -1.09807 0.019
O 1.06623 2.04575 2.88331 0.037
C 1.10700 0.93568 2.45241 -0.306
C 1.06639 -0.33782 3.35289 -0.048
H 0.66931 0.78454 1.34871 0.123
H 1.89346 -0.46639 4.11857 0.104
H 1.02898 -1.07040 2.60560 0.030
H 0.08331 -0.35094 3.78860 0.070
```

Results
SMILES string	CC=O.CSC
HOMO-LUMO gap	9.17	eV
E_HOMO	-8.4	eV

=====

Most stable to least stable, the ends of the list are arrangement P and arrangement R.

=====

Arrangement P

The following is a quantum chemistry calculation of 2 unconnected molecules or ions with the total composition C4H7N2P, from the Open Molecules 2025 dataset.

```
14
Properties=species:S:1:pos:R:3:lowdin_charge:R:1
C -2.43371 -0.38829 -0.18403 -0.126
C -1.09300 -0.47104 -0.37583 -0.196
C -1.50160 1.37420 0.85353 -0.176
C 3.16932 0.05052 0.22881 -0.467
N -2.67341 0.80385 0.55255 -0.006
N -0.52801 0.62143 0.27051 -0.024
P 2.23953 -1.18069 -0.36511 0.755
H -3.13211 -1.04669 -0.80112 0.123
H -0.71203 -1.34029 -0.95509 0.080
H 4.12534 0.41468 -0.07878 -0.025
H -3.52551 1.22712 0.85183 0.112
H 2.70938 0.55626 1.12564 -0.004
H 0.39161 1.02707 0.44411 0.083
H 2.96420 -1.64812 -1.56703 -0.129
```

Results
HOMO-LUMO gap	8.26	eV
E_HOMO	-8.3	eV

=====

Arrangement Q

The following is a quantum chemistry calculation of C4H7N2P in the gas phase, from the Open Molecules 2025 dataset.

```
14
Properties=species:S:1:pos:R:3:lowdin_charge:R:1
C 1.38143 1.20278 1.58918 -0.438
C 0.28306 0.78089 -0.48130 -0.536
C -0.56431 0.42667 -1.67408 -0.111
C -0.55503 -1.52288 0.50509 -0.051
N 0.74828 0.08584 1.72072 -0.035
N 0.07104 -0.23798 0.62751 -0.214
P 1.22029 2.08841 0.00441 0.930
H 1.75249 1.73290 2.43982 0.028
H 0.12727 0.42747 -2.51749 0.077
H -1.38848 1.11279 -1.89976 0.087
H -0.85245 -0.56268 -1.62674 0.012
H -1.37605 -1.40182 -0.18478 0.065
H 0.15021 -2.31945 0.09742 0.121
H -0.99775 -1.81295 1.39999 0.064
```

Results
SMILES string	Cc1pcnn1C
HOMO-LUMO gap	9.81	eV
E_HOMO	-8.9	eV

=====

Arrangement R

The following is a quantum chemistry calculation of 2 unconnected molecules or ions with the total composition C4H7N2P, from the Open Molecules 2025 dataset.

```
14
Properties=species:S:1:pos:R:3:lowdin_charge:R:1
C 2.18282 -0.25838 -1.14586 -0.106
C 1.61208 -1.31651 -0.48201 -0.104
C 1.34345 0.82590 -0.92781 -0.191
C -2.95135 0.56781 0.85129 -0.471
N 0.34267 -0.90828 -0.07492 0.003
N 0.24419 0.47248 -0.30923 -0.121
P -1.55509 1.55044 1.04763 0.731
H 3.16834 -0.18385 -1.68898 0.116
H 1.99292 -2.35088 -0.29792 0.126
H 1.36022 1.92331 -1.16132 0.130
H -3.65682 0.80701 0.09415 -0.055
H -3.06136 -0.33127 1.28817 -0.095
H -0.89758 0.64777 2.17984 -0.087
H -0.12449 -1.44554 0.62698 0.125
```

Results
SMILES string	c1cn[nH]c1.C=P
HOMO-LUMO gap	9.09	eV
E_HOMO	-8.3	eV

=====

Most stable to least stable, the ends of the list are arrangement Q and arrangement P.

=====

Arrangement P

The following is a quantum chemistry calculation of 3 unconnected molecules or ions with the total composition C2H8N6, from the Open Molecules 2025 dataset.

```
16
Properties=species:S:1:pos:R:3:lowdin_charge:R:1
C 1.08643 -0.91087 0.00467 -0.216
C -1.06185 0.55400 0.14821 -0.262
H 3.32736 -1.25022 -1.14369 0.028
H 3.31797 0.39329 -1.35810 0.178
H 1.45105 -1.87228 0.67544 0.175
H -0.80575 -2.01324 1.75163 0.123
H -1.37564 -2.19040 0.28359 0.026
H -1.91816 0.22417 1.02690 0.172
H -3.46013 1.70379 -0.55648 0.152
H -1.45903 3.56125 0.08696 0.193
N 3.30684 -0.47858 -0.49212 -0.023
N 1.88312 -0.08694 -0.48696 -0.091
N -0.15295 -0.37174 0.50245 -0.110
N -1.12009 -1.48874 0.86261 0.002
N -0.99505 1.68455 -0.55507 -0.211
N -2.02410 2.54197 -0.75004 -0.136
```

Results
HOMO-LUMO gap	8.14	eV
E_HOMO	-7.9	eV

=====

Arrangement Q

The following is a quantum chemistry calculation of a molecular structure, C2H8N6, from the Open Molecules 2025 dataset.

```
16
Properties=species:S:1:pos:R:3:lowdin_charge:R:1
N 0.97090 0.92580 0.03839 -0.173
C 0.07022 -0.87226 0.52802 -0.603
N 1.85870 1.43565 -0.84500 0.092
N -0.13441 -1.71023 -0.60138 0.105
N -0.44330 -1.36028 1.71289 0.130
C -0.72134 0.82473 -0.15346 -0.282
N 1.30739 -0.22503 0.59752 0.081
N -1.48603 1.38661 0.69988 0.032
H 2.32588 0.80059 -1.48200 0.094
H 1.63063 2.35828 -1.17683 0.096
H -0.96489 -1.52629 -1.15164 0.070
H 0.68549 -1.83155 -1.17569 0.075
H -0.73745 -0.62992 2.35027 0.079
H -1.10872 -2.11355 1.62060 0.084
H -2.33642 1.75229 0.27957 0.028
H -0.91664 0.78516 -1.24114 0.093
```

Results
HOMO-LUMO gap (spin up / spin down)	7.18 / 7.17	eV
E_HOMO (spin up / spin down)	-7.2 / -7.2	eV

=====

Arrangement R

The following is a quantum chemistry calculation of 2 unconnected molecules or ions with the total composition C2H8N6, from the Open Molecules 2025 dataset.

```
16
Properties=species:S:1:pos:R:3:lowdin_charge:R:1
C -1.17692 0.67978 -0.20061 -0.593
N -1.91967 0.35673 0.88373 0.157
N -0.37929 1.83107 0.01605 -0.013
N -0.13113 2.54351 -0.97523 0.112
N -1.23864 -0.01075 -1.28420 0.097
H -2.43758 -0.50325 0.85938 0.109
H -1.70529 0.78110 1.76718 0.097
H 0.55581 3.26477 -0.71063 0.074
H -0.78742 0.44685 -2.07017 0.054
N 0.79015 -1.80435 -0.52800 0.062
C 1.43624 -1.06353 0.38707 -0.444
N 2.30203 -1.52207 1.18656 0.038
H 0.90294 -2.80195 -0.44968 0.089
H -0.06836 -1.36119 -0.98847 0.052
H 2.80961 -0.82603 1.71922 0.019
H 1.04753 -0.01068 0.38780 0.089
```

Results
SMILES string	[H]/N=C(N)\N=N\[H].[H]/N=C/N
HOMO-LUMO gap	7.98	eV
E_HOMO	-8.7	eV

=====

Most stable to least stable, the ends of the list are arrangement R and arrangement P.

=====

Arrangement P

The following is a quantum chemistry calculation of C3H6OS2 in the gas phase, from the Open Molecules 2025 dataset.

```
12
Properties=species:S:1:pos:R:3:lowdin_charge:R:1
C -1.15371 -1.11618 0.05548 -0.543
C -0.00431 -0.62282 0.96901 -0.313
C 0.97476 0.30269 0.26609 -0.903
H -1.70098 0.61318 -1.43518 -0.149
H -0.71071 -1.62086 -0.82796 0.091
H -1.75577 -1.81612 0.63553 0.063
H 0.53751 -1.47025 1.39312 0.101
H -0.43503 -0.13132 1.86582 0.114
H -0.01802 1.71567 0.89296 0.067
O 0.69309 1.62093 0.28713 0.009
S -2.29352 0.23703 -0.32807 0.730
S 2.27089 -0.33952 -0.45723 0.734
```

Results
SMILES string	OC(=S)CCS
HOMO-LUMO gap	9.09	eV
E_HOMO	-8.8	eV

=====

Arrangement Q

The following is a quantum chemistry calculation of C3H6OS2 in the gas phase, from the Open Molecules 2025 dataset.

```
12
Properties=species:S:1:pos:R:3:lowdin_charge:R:1
C 2.43439 -0.55220 0.04744 -0.114
C 0.28738 0.42618 -0.04768 -1.170
C -2.11143 -1.02399 0.02397 -0.417
H 2.12098 -1.29484 -0.73798 0.074
H 3.45856 -0.14306 -0.12138 0.109
H 2.37730 -1.09706 1.00564 0.089
H -2.49577 -0.22793 0.75939 0.048
H -2.45469 -2.00698 0.22510 0.005
H -2.41355 -0.74181 -1.00218 0.042
O 1.59185 0.61580 -0.04278 -0.198
S -0.76484 1.69629 0.01574 0.661
S -0.29701 -1.22846 -0.01128 0.871
```

Results
SMILES string	COC(=S)SC
HOMO-LUMO gap	9.13	eV
E_HOMO	-8.5	eV

=====

Arrangement R

The following is a quantum chemistry calculation of C3H6OS2 in the gas phase, from the Open Molecules 2025 dataset.

```
12
Properties=species:S:1:pos:R:3:lowdin_charge:R:1
C -1.84339 -1.02245 0.80221 -0.391
C 0.53452 0.05643 -0.11222 -1.201
C -0.22086 2.34464 0.08118 -0.069
H -1.82597 -0.24394 1.56455 0.037
H -1.29881 -1.84888 1.22813 0.029
H -2.87999 -1.33426 0.58918 0.048
H 0.35501 3.21092 0.33632 0.095
H -1.05001 2.21368 0.72132 0.073
H -0.55973 2.34106 -0.92632 0.071
O 0.73768 1.30362 0.27317 -0.208
S -1.06735 -0.43616 -0.71192 0.808
S 1.72588 -1.00380 0.06658 0.708
```

Results
SMILES string	COC(=S)SC
HOMO-LUMO gap	8.40	eV
E_HOMO	-8.4	eV

=====

Most stable to least stable, the ends of the list are arrangement P and arrangement R.